No. 1
This record from the Open Molecules 2025 dataset describes 2 unconnected molecules or ions with the total composition C6H7N2O2S at a distorted geometry. The level of theory is wB97M-V/def2-TZVPD.

## Properties
gap between HOMO and LUMO	7.888	eV
net charge	-1
E_tot	-24246.31589	eV
multiplicity	1
relative energy (zero: lowest compared OMol25 entry of this formula, charge and spin)	20.8	kJ/mol

Geometry as XYZ:
```
18
C6H7N2O2S, DFT wB97M-V/def2-TZVPD
S 2.62 -0.02 1.48
O -0.80 1.91 -1.30
O -3.33 -1.31 0.69
N -0.26 0.13 0.04
N -2.46 0.61 -0.23
C -0.97 -0.88 0.65
C -0.55 -1.94 1.32
C 1.90 0.81 0.28
C -1.01 1.00 -0.54
C -2.41 -0.56 0.40
C 2.37 0.65 -1.13
H 2.97 1.45 -1.39
H 0.50 -2.34 1.32
H -1.15 -2.56 1.87
H 1.23 1.73 0.44
H -3.22 0.85 -0.73
H 3.02 -0.28 -1.13
H 1.56 0.76 -2.04
```


No. 2
This record from the Open Molecules 2025 dataset describes C6H7N3O in the gas phase at a distorted geometry. The level of theory is wB97M-V/def2-TZVPD.

## Properties
gap between HOMO and LUMO	8.866	eV
SMILES	NC(=O)c1ccc(N)nc1
E_tot	-12849.29976	eV
multiplicity	1
relative energy (zero: lowest compared OMol25 entry of this formula, charge and spin)	364.4	kJ/mol

Geometry as XYZ:
```
17
C6H7N3O, DFT wB97M-V/def2-TZVPD
O 3.08 0.46 1.01
N 1.47 1.51 2.29
N -0.84 0.68 -1.38
N -2.25 -0.94 -2.12
C 0.18 1.05 -0.54
C 0.80 0.19 0.38
C -1.30 -0.54 -1.31
C -0.66 -1.51 -0.41
C 0.35 -1.09 0.43
C 1.83 0.78 1.27
H 0.90 -2.11 0.91
H -2.76 -0.21 -2.68
H 0.42 1.68 2.31
H -2.97 -1.94 -1.83
H 2.46 2.16 2.68
H 0.09 2.21 -0.64
H -0.80 -2.38 -0.36
```


No. 3
This record from the Open Molecules 2025 dataset describes 2 unconnected molecules or ions with the total composition C6H7N3S at a distorted geometry. The level of theory is wB97M-V/def2-TZVPD.

## Properties
gap between HOMO and LUMO (spin up / spin down)	7.477 / 7.384	eV
E_tot	-21636.60072	eV
multiplicity	1
relative energy (zero: lowest compared OMol25 entry of this formula, charge and spin)	317.9	kJ/mol

Geometry as XYZ:
```
17
C6H7N3S, DFT wB97M-V/def2-TZVPD
S -3.11 -0.09 0.17
N -2.36 -1.47 -0.58
N -1.71 0.31 0.97
N -0.31 -2.54 -0.52
C -0.66 2.63 -0.47
C 1.00 -2.49 -0.17
C 1.51 -1.62 0.82
C 0.65 -0.63 1.28
C -0.69 -0.48 0.76
C -1.04 -1.54 -0.14
H 2.46 -1.55 1.25
H -1.32 3.44 -0.47
H -0.95 1.62 -0.49
H 1.74 -3.25 -0.57
H 0.33 2.83 -0.75
H 0.91 0.03 1.96
H -3.04 -2.17 -0.75
```


No. 4
This record from the Open Molecules 2025 dataset describes a gas-phase ion, C6H7N4 (charge +1) at a distorted geometry. The level of theory is wB97M-V/def2-TZVPD.

## Properties
gap between HOMO and LUMO	9.134	eV
SMILES	N#Cc1cccn(N)c1=[NH2+]
net charge	+1
E_tot	-12287.44844	eV
multiplicity	1
relative energy (zero: lowest compared OMol25 entry of this formula, charge and spin)	49.7	kJ/mol

Geometry as XYZ:
```
17
C6H7N4, DFT wB97M-V/def2-TZVPD
N 0.12 -0.95 0.37
N -2.02 -0.15 -0.13
N -1.70 3.16 -1.08
N -0.55 -2.15 0.59
C -0.73 0.02 0.05
C 1.26 1.38 -0.51
C -0.98 2.32 -0.77
C 1.50 -0.79 0.42
C 2.09 0.38 0.09
C -0.10 1.27 -0.36
H -0.53 -2.19 1.58
H 2.21 -1.62 0.79
H -0.36 -3.02 0.08
H -2.69 0.57 -0.06
H -2.45 -1.09 -0.15
H 1.81 2.16 -0.95
H 3.13 0.71 0.03
```


No. 5
This record from the Open Molecules 2025 dataset describes a molecular structure, C6H7NO at a distorted geometry. The level of theory is wB97M-V/def2-TZVPD.

## Properties
gap between HOMO and LUMO	10.205	eV
E_tot	-9869.54054	eV
multiplicity	1
relative energy (zero: lowest compared OMol25 entry of this formula, charge and spin)	300.8	kJ/mol

Geometry as XYZ:
```
15
C6H7NO, DFT wB97M-V/def2-TZVPD
O -2.68 -0.75 0.00
N 1.77 -0.16 -0.05
C 0.71 -0.66 0.74
C -0.46 0.24 1.06
C -0.18 1.33 -0.02
C -1.58 -0.27 0.05
C -0.62 0.30 -0.98
C 0.62 -0.73 -0.72
H 2.52 -0.88 -0.15
H -0.67 0.36 2.16
H 0.89 -1.62 1.19
H -1.04 0.54 -1.99
H 0.83 -1.54 -1.34
H -0.97 2.18 0.17
H 0.87 1.64 -0.12
```


No. 6
This record from the Open Molecules 2025 dataset describes C6H7NO in the gas phase at a distorted geometry. The level of theory is wB97M-V/def2-TZVPD.

## Properties
gap between HOMO and LUMO (spin up / spin down)	7.964 / 7.960	eV
E_tot	-9869.28410	eV
multiplicity	1
relative energy (zero: lowest compared OMol25 entry of this formula, charge and spin)	325.5	kJ/mol

Geometry as XYZ:
```
15
C6H7NO, DFT wB97M-V/def2-TZVPD
O 2.96 0.99 0.82
N -0.48 3.26 0.15
C 1.58 -0.30 -0.86
C 2.00 0.60 0.26
C -0.49 2.13 0.24
C 0.10 0.01 -1.05
C -0.29 0.73 0.28
C -1.03 -0.08 1.37
H 1.75 -1.34 -0.59
H 0.07 0.60 -1.96
H -0.60 -0.80 1.97
H 2.29 0.10 -1.74
H -1.97 -0.36 1.00
H -1.30 0.76 2.05
H -0.27 -0.96 -1.23
```